1.
C3H5O4P | wB97M-V/def2-TZVPD

Last column: natural (NBO) charge in e.
CARTESIAN COORDINATES (ANGSTROEM)
C1 0.689 -1.217 -0.456  0.597
C2 0.064 -0.075 0.292  -0.188
C3 -1.274 0.507 -0.286  -0.064
O1 1.674 -1.795 -0.740  -0.427
O2 -0.300 -0.558 1.543  -0.684
O3 -2.200 -0.548 -0.417  -0.719
O4 2.016 1.333 -1.073  -0.951
P1 1.638 0.899 0.541  0.598
H1 -1.208 0.814 -1.278  0.198
H2 -1.798 1.189 0.358  0.200
H3 0.381 -0.542 2.144  0.481
H4 -2.529 -0.870 0.485  0.477
H5 2.848 0.862 -1.113  0.481

Properties
E_LUMO (spin up / spin down) in eV: -0.9 / 0.0
Energy above the lowest of the compared OMol25 structures with the same formula, charge and spin in kcal/mol: 84.9
E in a.u.: -759.4895



2.
C7H9NO3 | wB97M-V/def2-TZVPD

Last column: natural (NBO) charge in e.
CARTESIAN COORDINATES (ANGSTROEM)
N1 2.629 0.705 1.269  -0.841
C1 3.019 -0.225 0.213  -0.211
C2 2.140 -0.034 -1.031  -0.463
C3 0.722 -0.033 -0.596  0.397
C4 -0.063 1.064 -0.511  -0.390
C5 -1.427 0.862 -0.175  0.442
O1 -2.264 1.755 -0.008  -0.614
C6 -1.846 -0.567 0.132  0.161
O2 -3.171 -0.699 0.410  -0.657
C7 -0.906 -1.528 0.138  0.070
O3 0.343 -1.283 -0.259  -0.435
H1 1.644 0.576 1.491  0.357
H2 3.243 0.523 2.073  0.366
H3 3.041 -1.252 0.515  0.175
H4 4.017 0.133 -0.082  0.197
H5 2.350 0.897 -1.577  0.231
H6 2.384 -0.889 -1.721  0.237
H7 0.399 2.087 -0.626  0.258
H8 -3.454 0.218 0.547  0.506
H9 -1.142 -2.649 0.340  0.215

Properties
E_LUMO in eV: 0.5
Energy above the lowest of the compared OMol25 structures with the same formula, charge and spin in kcal/mol: 17.4
E in a.u.: -552.5773
SMILES: NCCc1cc(=O)c(O)co1



3.
C22H16F5N3O3STa | wB97M-V/def2-TZVPD

Last column: natural (NBO) charge in e.
CARTESIAN COORDINATES (ANGSTROEM)
Ta1 -0.259 0.429 0.514  2.047
N1 1.827 1.056 1.347  -0.840
C1 1.777 1.723 2.693  -0.352
C2 0.299 2.013 3.145  0.679
O1 0.074 2.666 4.133  -0.552
N2 -0.683 1.488 2.290  -0.798
C3 -2.028 2.055 2.390  -0.345
C4 -2.860 1.547 1.216  0.785
O2 -4.009 1.851 1.059  -0.495
O3 -2.216 0.556 0.520  -0.744
H1 2.476 0.308 1.301  0.413
H2 2.156 1.792 0.748  0.427
H3 2.250 2.714 2.708  0.255
H4 2.164 1.199 3.589  0.252
H5 -1.989 3.165 2.394  0.254
H6 -2.606 1.752 3.273  0.249
F1 4.385 3.214 -4.847  -0.260
C5 3.446 2.897 -3.929  0.317
C6 3.482 1.775 -3.178  0.287
F2 4.379 0.780 -3.378  -0.267
C7 2.560 1.722 -2.129  0.311
F3 2.799 0.762 -1.217  -0.313
C8 1.446 2.513 -2.011  -0.265
S1 -0.064 2.244 -0.949  -0.020
C9 1.277 3.445 -3.026  0.391
F4 0.174 4.235 -3.089  -0.282
C10 2.266 3.634 -3.932  0.263
F5 2.163 4.650 -4.852  -0.274
N3 0.335 -1.425 1.779  -0.844
C11 -1.003 -1.942 1.792  0.134
C12 -1.644 -2.166 3.034  -0.228
C13 -2.634 -3.107 3.066  -0.191
C14 -3.202 -3.678 1.935  -0.165
C15 -2.618 -3.373 0.693  -0.162
C16 -1.441 -2.586 0.614  -0.099
C17 -0.742 -2.424 -0.634  0.045
C18 -0.933 -3.424 -1.656  -0.201
C19 -0.547 -3.131 -2.960  -0.161
C20 0.138 -1.972 -3.239  -0.201
C21 0.287 -0.946 -2.284  -0.135
C22 -0.150 -1.145 -0.945  -0.606
H7 0.706 -1.235 2.723  0.423
H8 0.956 -2.057 1.242  0.435
H9 -1.450 -1.639 3.995  0.241
H10 -3.056 -3.387 4.060  0.235
H11 -3.977 -4.452 2.056  0.244
H12 -2.972 -3.905 -0.153  0.228
H13 -1.347 -4.380 -1.423  0.224
H14 -0.691 -3.878 -3.729  0.232
H15 0.617 -1.944 -4.194  0.229
H16 0.682 0.011 -2.553  0.204

Properties
E_LUMO in eV: -4.5
Net charge: +1
Energy above the lowest of the compared OMol25 structures with the same formula, charge and spin in kcal/mol: 5.8
E in a.u.: -2192.2725